Entry 1:
Computed, not measured: the molecule C4H8O3, with ωB97M-V/def2-TZVPD.

Geometry (Å):
C 1.471833 1.553777 1.688409
O 0.149599 1.282489 1.246354
C -0.008228 0.322824 0.319612
O 1.145567 -0.155330 -0.185275
C -1.224952 -0.099258 -0.061442
C -1.356999 -1.232967 -1.027779
O -0.458867 -1.027535 -2.139524
H 2.106184 1.906285 0.871642
H 1.370204 2.332967 2.444709
H 1.927253 0.664854 2.134583
H 0.906363 -0.585417 -1.034295
H -2.104909 0.378365 0.350068
H -1.098430 -2.194987 -0.554780
H -2.388699 -1.306068 -1.391123
H -0.435918 -1.840000 -2.661161

Atomic forces in eV per Å
C 0.26 0.10 0.13
O -0.11 -0.07 -0.09
C -0.27 -0.05 -0.01
O -0.08 -0.04 -0.08
C 0.13 0.03 0.04
C -0.22 -0.06 0.21
O 0.06 -0.18 -0.21
H -0.08 -0.02 0.09
H 0.02 -0.10 -0.11
H -0.04 0.11 -0.04
H 0.07 0.05 0.11
H 0.14 -0.07 -0.05
H -0.05 0.13 -0.08
H 0.15 0.04 0.05
H 0.02 0.15 0.05

Calculated values
HOMO-LUMO gap, eV: 8.758
Charge: 0
SMILES: CO/C(O)=C/CO
Energy, eV: -10419.0202

---

Entry 2:
Computed, not measured: a cluster of 2 separate species, C3H6IO2P in total at a distorted geometry, with ωB97M-V/def2-TZVPD.

Geometry (Å):
C -1.872613 -0.704962 -0.236684
C 1.614834 -1.581056 0.137860
C -0.135681 1.944333 -0.093425
O -1.591956 -1.681979 0.354284
O 1.036569 -0.279627 0.073893
P 0.147078 0.392617 -1.152586
I -3.747087 0.423660 0.119541
H 0.819322 -2.225609 0.185219
H 2.087406 -1.550379 1.065592
H 2.335125 -1.699675 -0.636766
H 0.191693 1.964713 0.889086
H -1.218342 2.226929 -0.180559
H 0.333646 2.771037 -0.525459

Atomic forces in eV per Å
C 2.77 0.22 0.02
C 0.17 2.20 -0.57
C -2.44 -0.75 -2.64
O -0.79 0.61 -0.57
O -0.50 1.14 -1.05
P -1.08 -0.30 3.32
I -0.24 0.02 -0.09
H -1.51 -2.19 -0.29
H 1.05 -0.35 1.52
H 0.38 -0.54 -0.77
H 0.43 -0.88 1.98
H 0.71 -0.46 0.33
H 1.04 1.29 -1.20

Calculated values
HOMO-LUMO gap (spin up / spin down), eV: 7.287 / 7.288
Charge: 0
Energy, eV: -24690.7072

---

Entry 3:
Computed, not measured: a structure of composition C4H6O3Y at a distorted geometry, with ωB97M-V/def2-TZVPD.

Geometry (Å):
C -2.150377 0.412253 -1.570062
C -1.673241 0.835596 -0.420547
O -2.946498 -0.364606 -2.105405
H -2.124920 1.888095 -0.989229
H -2.006841 0.375554 0.516393
H -3.700992 0.048090 -2.577759
O 0.296549 0.968212 0.566494
C 0.804729 0.476156 1.562648
O 1.829414 -0.341517 1.497179
Y 1.197299 -1.783351 3.483677
C 2.509909 -0.589391 0.207200
H 1.802495 -0.797421 -0.599264
H 3.044384 0.345269 0.017488
H 3.118090 -1.472939 0.411187

Atomic forces in eV per Å
C -0.36 -2.18 5.86
C -2.99 1.47 -5.49
O 0.91 0.96 -2.49
H 1.04 -0.53 1.80
H -0.09 0.77 -0.37
H -0.85 -0.28 -0.40
O 2.96 -0.68 4.27
C -2.36 0.65 -3.76
O -0.26 -1.72 2.85
Y 0.46 1.49 -0.89
C 1.15 -0.05 -1.42
H -0.27 0.08 0.37
H 0.36 -0.37 -0.11
H 0.32 0.41 -0.22

Calculated values
2S+1: 2
HOMO-LUMO gap (spin up / spin down), eV: 4.573 / 4.014
Charge: +4
Energy, eV: -11368.9993

---

Entry 4:
Computed, not measured: a structure of composition C6H11N2O3 at a distorted geometry, with ωB97M-V/def2-TZVPD.

Geometry (Å):
C 0.656033 0.704196 -1.679506
C 2.007441 1.418896 -1.844233
C 1.277541 0.117680 -0.425387
C -1.466862 -0.600022 2.560272
C 0.605826 0.233356 0.890855
C -1.007068 -0.984196 1.168496
N -1.878965 -0.513648 0.233778
N -1.780050 -1.011204 -0.934025
O -0.902774 -1.838839 -1.244180
O -2.633738 -0.685202 -1.754225
O 2.517606 0.862669 -0.650059
H -0.190671 1.536154 -1.656215
H 0.481958 0.108371 -2.579167
H 2.571958 1.265312 -2.839880
H 2.079669 2.496161 -1.815320
H 1.318544 -0.925216 -0.562022
H -1.336782 0.547431 2.788296
H -2.517068 -0.990747 2.780540
H -0.683050 -0.995157 3.333643
H 1.262166 0.011567 1.869528
H 0.144053 1.226366 1.100348
H -0.525766 -1.983931 1.258460

Atomic forces in eV per Å
C -1.11 3.56 -1.76
C 0.71 0.51 -1.74
C -1.03 -0.19 0.24
C 1.34 1.23 2.22
C -1.19 -0.54 3.82
C 3.67 2.26 1.00
N -1.17 0.06 0.96
N -0.38 -0.89 -0.56
O 0.98 -0.60 -0.02
O -0.85 0.64 -1.31
O 0.37 -0.69 0.46
H 1.36 -2.10 0.54
H -0.36 -0.53 0.79
H -0.39 -0.83 1.41
H -0.58 0.69 0.46
H 1.14 -1.50 -0.48
H -0.95 -1.97 -0.78
H 1.43 0.67 -0.18
H -1.58 0.14 -1.21
H -0.94 0.23 -2.40
H 0.14 -0.57 -0.33
H -0.62 0.41 -1.12

Calculated values
HOMO-LUMO gap, eV: 7.514
Charge: -1
Energy, eV: -15517.6468

---

Entry 5:
Computed, not measured: a cluster of 2 separate species, H2 in total at a distorted geometry, with ωB97M-V/def2-TZVPD.

Geometry (Å):
H 0.145231 -0.361582 0.402522
H -0.145231 0.361582 -0.402522

Atomic forces in eV per Å
H -1.28 3.20 -3.56
H 1.28 -3.20 3.56

Calculated values
HOMO-LUMO gap, eV: 13.909
Charge: 0
Energy, eV: -30.2571

---

Entry 6:
Computed, not measured: the molecule C5H6INO2 at a distorted geometry, with ωB97M-V/def2-TZVPD.

Geometry (Å):
C -1.882876 -0.846709 0.554621
N -0.595829 -0.220472 0.270514
C -0.464751 0.688630 -0.732736
O -1.360990 1.211735 -1.385625
C 0.944311 1.198994 -0.757768
C 1.744333 0.150893 0.051029
I 2.702203 -1.285467 -1.161777
C 0.640907 -0.595498 0.788506
O 0.719622 -1.517576 1.684698
H -1.888469 -1.613995 1.361706
H -2.343852 -1.402121 -0.312603
H -2.813822 -0.158818 0.885704
H 1.274208 1.551178 -1.737392
H 0.834206 2.076969 -0.133576
H 2.490800 0.762257 0.624699

Atomic forces in eV per Å
C -3.43 -0.55 0.76
N -0.51 -0.75 0.23
C -1.25 2.47 -1.74
O 0.69 -1.34 0.83
C -0.04 -0.60 0.27
C 0.02 1.73 -0.08
I 0.29 -0.12 -0.18
C -0.44 -4.25 4.11
O 0.18 4.13 -3.69
H 0.96 0.75 -0.50
H 1.05 0.77 0.41
H 2.73 -0.72 -0.82
H 0.07 -0.51 0.16
H 0.29 0.48 0.21
H -0.60 -1.48 0.02

Calculated values
HOMO-LUMO gap, eV: 9.773
Charge: 0
SMILES: CN1C(=O)C[C@H](I)C1=O
Energy, eV: -18967.8629

---

Entry 7:
Computed, not measured: a cluster of 2 separate species, C27H25NO4 in total at a distorted geometry, with ωB97M-V/def2-TZVPD.

Geometry (Å):
C 5.140533 0.439963 -3.468872
N 4.855557 -0.919786 -3.033967
C 5.896207 -1.901674 -3.286957
C 3.832365 -1.176032 -2.146275
C 2.521620 -0.701485 -2.418425
C 1.467575 -1.129713 -1.624204
C 1.699377 -1.840706 -0.436115
C 0.646685 -2.299276 0.447484
C 0.787496 -2.537199 1.880216
C -0.167230 -3.532949 2.263257
C -0.176879 -4.049971 3.554294
C 0.767496 -3.580725 4.479398
C 1.692103 -2.594876 4.100184
C 1.684070 -2.041146 2.814609
C -0.924111 -3.920080 1.071228
C -0.410787 -3.173283 -0.033822
C -0.836083 -3.441144 -1.324018
C -1.816373 -4.427552 -1.510097
C -2.340094 -5.147687 -0.419908
C -1.885932 -4.896925 0.879838
C 3.029650 -2.190053 -0.120882
C 4.066182 -1.960368 -0.996019
H 4.233888 1.047274 -3.356791
H 5.949524 0.877403 -2.850061
H 5.465107 0.411987 -4.522280
H 5.469797 -2.911465 -3.360063
H 6.363895 -1.644722 -4.241657
H 6.666190 -1.907082 -2.500289
H 2.354315 -0.061190 -3.285771
H 0.455628 -0.849920 -1.917118
H -0.901745 -4.826997 3.788970
H 0.780891 -3.995309 5.480782
H 2.403551 -2.221372 4.832726
H 2.320151 -1.199609 2.540279
H -0.431067 -2.866037 -2.149604
H -2.210326 -4.607638 -2.511619
H -3.101160 -5.911330 -0.580969
H -2.254375 -5.434170 1.756918
H 3.245110 -2.670429 0.837017
H 5.072962 -2.317310 -0.781293
C -2.061662 2.549194 3.389227
C -1.716424 1.695431 2.165968
C -2.223547 2.333976 0.869647
O -0.286351 1.549389 2.164800
C 0.212616 0.624378 1.246111
O 1.419025 0.662757 1.046463
C -0.731302 -0.314336 0.741910
C -1.928025 -0.572320 1.474194
O -2.625946 -1.573158 1.416916
O -2.306337 0.405260 2.388880
H -1.669091 2.039483 4.279952
H -1.585357 3.529754 3.294032
H -3.144044 2.651287 3.474716
H -1.975281 1.713515 -0.000343
H -3.311042 2.445486 0.945641
H -1.754337 3.319529 0.768941
H -0.647322 -0.716581 -0.263175

Atomic forces in eV per Å
C -0.01 -0.33 0.09
N 0.20 0.07 -0.73
C -0.14 0.19 0.46
C -0.26 -0.21 0.24
C 0.15 -0.50 0.46
C 0.26 0.35 -0.26
C 0.78 0.13 0.11
C -0.39 0.75 -0.04
C -0.58 -1.14 0.79
C 0.84 0.45 0.37
C 0.01 0.24 -0.49
C 0.08 0.20 -0.63
C -0.42 0.01 0.18
C 0.01 0.16 -0.02
C 0.12 0.18 -1.00
C -0.62 -1.00 0.74
C -0.43 -0.15 0.17
C -0.19 0.07 0.22
C 0.27 0.36 -0.15
C 0.20 0.18 0.18
C -0.43 -0.16 0.46
C -0.11 0.47 -0.59
H 0.40 -0.04 -0.13
H -0.28 0.01 -0.28
H -0.16 0.24 0.35
H 0.05 0.29 0.04
H 0.02 -0.13 0.15
H 0.08 -0.04 -0.18
H -0.04 -0.33 0.21
H 0.26 0.03 0.14
H 0.20 0.15 0.23
H 0.06 0.09 -0.05
H -0.12 -0.07 -0.12
H 0.07 -0.32 0.14
H -0.10 -0.27 -0.08
H 0.19 -0.05 0.29
H 0.20 0.23 -0.04
H -0.04 -0.01 -0.45
H -0.16 -0.01 -0.42
H -0.28 0.13 0.00
C 0.41 -0.51 -0.17
C 0.08 -0.04 0.51
C 0.10 -0.12 0.21
O -0.33 -0.45 -0.66
C 1.53 1.22 0.79
O -1.11 -0.02 -0.09
C 0.59 -1.17 -1.08
C -1.55 -0.61 0.80
O 0.69 0.76 -0.19
O 0.42 0.04 -0.61
H -0.15 0.21 -0.23
H -0.14 -0.16 0.02
H 0.09 0.03 -0.02
H -0.12 0.27 0.19
H 0.23 0.01 -0.10
H -0.14 -0.20 -0.07
H -0.21 0.51 0.36

Calculated values
HOMO-LUMO gap, eV: 6.024
Charge: 0
Energy, eV: -38083.5165

---

Entry 8:
Computed, not measured: the molecule C8H20OSi at a distorted geometry, with ωB97M-V/def2-TZVPD.

Geometry (Å):
C 3.942683 -0.246479 1.459200
C 3.406476 0.582659 0.209241
C 2.360141 -0.359826 -0.513998
C 1.309390 0.422372 -1.381746
Si -0.399582 -0.452380 -1.513097
C -0.775850 -1.576703 -0.013270
C -2.337621 -1.446121 0.289947
O -2.511259 -0.254166 1.038902
C -3.554050 0.590305 0.558993
C -3.021328 2.054107 0.345962
H 3.271653 -0.046853 2.316406
H 3.847020 -1.319773 1.191867
H 4.995434 0.012793 1.672068
H 4.215583 0.816407 -0.505983
H 2.890237 1.465960 0.628002
H 2.868261 -1.093298 -1.175533
H 1.899418 -0.957981 0.305838
H 1.710625 0.490776 -2.423491
H 1.226751 1.469671 -1.023921
H -1.432862 0.596345 -1.530915
H -0.528239 -1.171188 -2.803840
H -0.251618 -1.241018 0.909919
H -0.521160 -2.644965 -0.176975
H -2.629766 -2.366225 0.843361
H -2.845856 -1.454051 -0.696613
H -4.106493 0.204274 -0.318644
H -4.303186 0.675031 1.385834
H -2.529894 2.191228 -0.634944
H -3.868792 2.775917 0.379042
H -2.326114 2.283182 1.178388

Atomic forces in eV per Å
C -0.23 0.43 -1.19
C -0.40 -1.83 0.52
C -0.07 0.74 0.21
C 0.45 -0.48 -0.33
Si 0.79 0.33 0.71
C -0.88 0.08 0.25
C 1.96 -0.91 -0.34
O -0.62 -0.43 -1.22
C -0.61 1.62 1.11
C -0.46 -0.48 -0.10
H 0.57 -0.15 -0.29
H 0.39 0.54 0.38
H -0.58 -0.23 0.22
H -0.38 0.30 0.52
H 0.38 -0.15 -0.68
H -0.05 0.39 0.51
H -0.05 0.43 -0.67
H -0.26 0.11 0.69
H -0.20 -0.62 -0.08
H -0.15 0.00 -0.09
H 0.05 -0.17 0.08
H -0.26 -0.21 -0.64
H -0.05 0.60 -0.01
H -0.22 0.75 -0.07
H -0.19 0.24 0.68
H 0.61 0.02 0.27
H 0.35 -0.21 -0.57
H -0.05 -0.15 0.63
H 0.49 -0.51 0.08
H -0.33 -0.05 -0.57

Calculated values
HOMO-LUMO gap, eV: 10.553
Charge: 0
SMILES: CCCC[SiH2]CCOCC
Energy, eV: -18544.2427

---

Computed molar mass (g/mol) in order:
104.10, 231.96, 191.00, 159.17, 2.02, 239.01, 427.50, 160.33
Computed energy relative to the best compared isomer or geometry (same formula, charge and spin) (eV) in order:
1.983, 1.881, 4.760, 5.777, 1.332, 0.137, 0.000, 2.662